Record 1
75
Properties=species:S:1:pos:R:3:forces:R:3 method="wB97M-V/def2-TZVPD" total_energy_ha=-3613.97497 total_charge=-1 de_lowest_kj_mol=163.6 fmax_ev_per_a=0.47 homo_lumo_gap_ev=7.0
Bi -1.3428 -0.2607 0.2888 -0.231 0.169 -0.149
C -0.0904 -2.9688 -3.7240 0.087 0.033 0.005
O 0.9882 -3.5159 -2.9839 -0.192 -0.060 -0.091
C 1.4241 -2.8073 -1.8808 0.174 0.012 -0.016
C 2.8557 -2.9699 -1.6489 -0.060 0.019 -0.107
C 3.5284 -2.3040 -0.7193 0.041 0.062 0.164
C 2.8586 -1.3060 0.1893 0.101 -0.042 -0.160
C 1.3138 -1.3624 0.1581 -0.105 -0.192 -0.073
C 0.7578 -2.1733 1.3342 0.165 -0.279 -0.256
N -0.4155 -1.8648 1.6910 -0.093 0.226 0.280
N -1.1040 -2.4521 2.7205 0.027 0.147 -0.085
C -2.3919 -2.1877 2.5840 -0.124 -0.351 -0.210
O -2.9421 -1.6761 1.5531 0.274 0.220 0.307
C -3.2685 -2.5596 3.7428 0.040 0.071 -0.024
C -2.7339 -2.9344 4.9737 -0.023 -0.025 -0.042
C -3.5744 -3.2113 6.0422 0.020 0.009 -0.032
C -4.9530 -3.1135 5.8918 0.015 -0.006 -0.017
C -5.4885 -2.7412 4.6661 0.040 -0.010 -0.004
C -4.6473 -2.4637 3.5966 -0.067 -0.019 0.015
C 0.6741 -2.0369 -1.0778 -0.041 0.051 0.192
O -0.6317 -1.8226 -1.1594 -0.017 0.015 -0.006
H -0.1113 -3.5072 -4.6717 0.012 -0.001 -0.004
H -1.0427 -3.0891 -3.2103 -0.012 -0.012 0.043
H 0.0673 -1.9020 -3.9146 0.026 -0.002 0.019
H 3.3702 -3.6434 -2.3272 -0.039 0.005 0.050
H 4.6063 -2.3969 -0.6401 -0.058 -0.055 0.035
H 3.1776 -1.4841 1.2190 0.030 0.079 0.010
H 1.2896 -3.0292 1.7478 -0.023 0.081 0.062
H -1.6584 -2.9943 5.0727 -0.016 0.004 0.018
H -3.1537 -3.4938 7.0001 -0.004 0.002 -0.025
H -5.6069 -3.3224 6.7308 0.016 0.003 -0.024
H -6.5624 -2.6595 4.5459 0.026 -0.003 -0.006
H -5.0418 -2.1594 2.6357 0.014 0.003 0.033
Cl 1.1094 3.7097 1.1913 -0.083 -0.001 0.016
C -0.4655 3.7520 2.0267 -0.020 -0.057 0.005
Cl -1.2825 5.2810 1.6501 0.034 -0.099 0.013
Cl -0.1990 3.6536 3.7768 -0.006 0.021 -0.036
C -1.2824 2.5018 1.5100 -0.016 -0.075 -0.062
O -2.1235 2.6871 0.6368 0.181 -0.020 0.194
O -0.8970 1.4115 2.0267 -0.105 0.062 -0.242
O 2.1423 0.3595 2.5307 0.245 0.106 0.077
C 3.1970 1.1110 2.1462 -0.222 -0.270 0.082
C 3.7597 1.9602 3.1011 -0.007 0.031 0.074
C 4.8205 2.7830 2.7763 -0.046 -0.061 -0.017
C 5.3412 2.7849 1.4830 -0.034 -0.002 0.017
C 4.7948 1.9332 0.5431 -0.019 0.049 -0.018
C 3.7424 1.0692 0.8588 0.071 -0.018 -0.138
C 3.3238 0.1112 -0.2128 -0.208 0.064 0.024
O 3.4433 0.4049 -1.3793 0.083 -0.009 -0.053
O 0.7927 -0.0579 0.2540 0.204 -0.194 0.186
H 1.5347 0.1917 1.7663 -0.052 0.381 -0.050
H 3.3124 1.9706 4.0875 0.014 0.022 -0.032
H 5.2364 3.4401 3.5310 -0.013 -0.005 -0.010
H 6.1618 3.4399 1.2189 -0.008 -0.016 0.010
H 5.1782 1.9020 -0.4692 0.001 -0.010 0.008
C 0.8281 3.1404 -2.7591 -0.022 -0.061 -0.044
N -0.1684 2.5163 -3.6235 0.014 -0.015 -0.011
C 0.2115 2.4158 -5.0242 -0.004 0.030 0.112
C -0.9631 1.5656 -3.0301 0.248 0.061 -0.058
O -0.7692 1.2246 -1.8711 -0.192 -0.099 -0.012
N -1.9626 1.0190 -3.8174 -0.113 0.063 0.048
C -2.6850 -0.0988 -3.2280 0.053 0.029 0.008
C -2.7972 1.9077 -4.6172 0.050 -0.090 0.038
H 1.1343 4.0841 -3.2118 0.010 0.000 -0.013
H 1.7031 2.4966 -2.6232 -0.003 -0.006 -0.005
H 0.3988 3.3332 -1.7809 -0.031 0.014 0.011
H 1.2625 2.1222 -5.1024 0.013 -0.013 0.007
H 0.0866 3.3737 -5.5355 -0.009 0.015 0.004
H -0.3880 1.6647 -5.5294 -0.001 -0.008 0.000
H -1.9841 -0.7997 -2.7755 -0.018 0.036 -0.010
H -3.2343 -0.6111 -4.0195 -0.004 0.015 0.004
H -3.4002 0.2378 -2.4657 0.018 -0.015 -0.026
H -2.3080 2.8663 -4.7586 0.007 0.005 -0.005
H -3.7517 2.0860 -4.1110 -0.009 0.005 0.013
H -3.0045 1.4685 -5.5955 -0.003 -0.019 -0.012

---

Record 2
67
Properties=species:S:1:pos:R:3:forces:R:3 method="wB97M-V/def2-TZVPD" total_energy_ha=-2516.43592 total_charge=+1 de_lowest_kj_mol=0.0 fmax_ev_per_a=0.90 spin_multiplicity=2 homo_lumo_gap_ev="6.9 / 5.3"
Ir -0.0844 0.0742 0.3141 0.046 0.248 -0.142
C 0.2488 1.2507 -3.3623 -0.044 -0.079 0.018
C 1.5882 0.5286 -3.4489 -0.037 -0.009 -0.074
C 2.0707 0.1234 -2.0566 -0.044 -0.088 0.086
N 1.0043 -0.5814 -1.3479 0.188 -0.272 0.275
C 0.6174 -1.7554 -1.8090 -0.136 0.094 -0.294
C 1.3353 -2.4601 -2.8257 0.014 0.069 0.141
C 1.0067 -3.5538 -3.5758 0.032 0.030 -0.028
C -0.1619 -4.3262 -3.5909 -0.039 -0.046 -0.050
C -1.1928 -4.2319 -2.6996 0.052 -0.020 -0.014
C -1.3151 -3.3919 -1.5870 0.053 0.104 0.081
C -0.5440 -2.3268 -1.1426 0.225 -0.186 0.104
N -0.8113 -1.7247 0.0457 -0.631 0.413 -0.192
C -1.5350 -2.5265 1.0356 0.099 -0.045 -0.026
C -1.3878 -2.0324 2.4597 0.181 -0.070 -0.062
C -2.0667 -0.7052 2.6230 -0.055 0.150 0.002
N -1.5803 0.3440 1.7201 -0.047 0.108 0.355
C -2.3548 1.3987 1.5825 -0.150 -0.220 -0.137
C -3.5720 1.5575 2.3239 0.155 0.005 -0.096
C -4.3839 2.6401 2.4972 -0.046 -0.006 0.034
C -4.2259 3.9530 2.0398 -0.105 0.016 0.076
C -3.2451 4.3728 1.1933 0.162 0.012 -0.081
C -2.2642 3.6389 0.5032 -0.136 0.017 0.011
C -1.9373 2.2831 0.5145 0.338 -0.031 -0.044
N -1.0652 1.6984 -0.3859 -0.361 0.242 -0.270
C -0.5919 2.7291 -1.3455 -0.093 -0.053 -0.005
C 0.3788 2.4917 -2.4879 0.108 -0.071 0.107
H -0.4973 0.5628 -2.9545 -0.007 0.068 -0.018
H -0.0988 1.5176 -4.3595 0.029 -0.014 -0.037
H 2.3534 1.1506 -3.9195 -0.050 0.090 0.014
H 1.4694 -0.3533 -4.0777 0.096 0.007 -0.041
H 2.3212 0.9906 -1.4561 0.062 0.048 -0.077
H 2.9809 -0.4756 -2.1215 0.030 -0.074 0.072
H 2.3130 -2.0562 -3.0368 0.059 -0.017 0.002
H 1.7642 -3.8571 -4.2900 0.021 0.030 0.012
H -0.2288 -5.0866 -4.3578 -0.016 -0.008 0.011
H -2.0144 -4.9248 -2.8362 -0.005 -0.004 0.003
H -2.1905 -3.5917 -0.9879 -0.057 0.022 -0.007
H -1.1178 -3.5341 0.9688 -0.098 -0.051 0.021
H -2.6008 -2.5917 0.7790 0.007 0.083 0.024
H -0.3445 -2.0177 2.7491 0.021 0.012 0.048
H -1.9052 -2.7368 3.1123 0.011 -0.062 -0.013
H -2.0325 -0.3433 3.6536 0.084 -0.063 0.033
H -3.1157 -0.8970 2.3766 -0.031 0.063 0.075
H -3.8995 0.6818 2.8557 -0.024 -0.013 0.056
H -5.2523 2.4654 3.1223 0.013 -0.032 0.010
H -4.9411 4.6852 2.3909 0.018 0.013 -0.006
H -3.2370 5.4319 0.9628 -0.002 0.004 0.000
H -1.6993 4.2727 -0.1536 -0.025 -0.012 -0.067
H -0.1126 3.5083 -0.7468 -0.052 0.080 -0.046
H -1.5027 3.1605 -1.7682 -0.007 -0.067 -0.041
H 1.3899 2.5670 -2.0882 0.018 -0.052 -0.047
H 0.2637 3.3776 -3.1155 0.037 0.056 0.054
Cl 6.5340 -0.0589 3.6443 -0.020 0.024 -0.016
C 4.9364 -0.2485 3.0079 0.074 0.051 0.005
C 4.3037 -1.4931 3.1303 -0.037 -0.044 0.009
C 3.0384 -1.6906 2.6436 -0.006 0.102 -0.067
Cl 2.2798 -3.2274 2.8266 -0.050 -0.065 -0.011
C 2.3192 -0.6526 1.9907 0.099 0.329 0.069
O 1.0946 -0.8713 1.6326 0.613 -0.660 0.069
C 2.9955 0.5954 1.8741 -0.231 -0.143 -0.021
C 2.3764 1.7010 1.2287 0.237 -0.282 -0.185
O 1.3155 1.6892 0.5865 -0.525 0.336 0.244
C 4.2933 0.7855 2.3953 0.037 -0.050 0.015
H 4.8220 -2.3054 3.6216 -0.021 -0.022 -0.007
H 2.9201 2.6537 1.2334 -0.019 -0.015 0.086
H 4.7756 1.7492 2.2962 -0.007 0.019 0.002

---

Record 3
68
Properties=species:S:1:pos:R:3:forces:R:3 method="wB97M-V/def2-TZVPD" total_energy_ha=-4396.80384 total_charge=+2 fmax_ev_per_a=0.86 spin_multiplicity=5 homo_lumo_gap_ev="6.3 / 5.4"
Co 2.1765 -0.0475 1.1704 -0.240 0.236 0.266
C 4.0428 -1.9571 5.6577 0.185 0.224 -0.003
S 3.1746 -0.3686 5.6951 -0.396 -0.194 -0.110
C 2.7645 -0.1012 4.0317 0.028 0.035 0.063
S 3.7223 -0.5682 2.7311 0.035 -0.242 -0.159
N 1.6785 0.6695 3.8587 0.272 0.218 0.022
N 1.3336 0.8853 2.5745 -0.081 -0.025 0.358
C 0.6380 2.0553 2.4926 -0.050 -0.268 -0.234
C 0.0508 2.6665 1.3961 -0.001 0.026 -0.156
C -0.4966 3.9433 1.7049 0.040 -0.082 0.028
C -1.1664 4.6919 0.7891 -0.118 0.187 -0.021
C -1.3320 4.1622 -0.4931 -0.051 0.065 0.053
C -0.8249 2.9319 -0.8164 -0.139 0.059 0.101
N -0.1098 2.1586 0.0753 0.497 0.308 -0.427
H 4.5072 -2.0537 6.6375 -0.049 0.013 0.012
H 4.8223 -1.9737 4.9031 0.018 0.027 -0.025
H 3.3331 -2.7674 5.5105 -0.031 0.032 -0.048
H 0.5587 2.5990 3.4236 0.023 -0.024 0.050
H -0.3611 4.3041 2.7159 -0.007 -0.014 -0.048
H -1.5769 5.6579 1.0530 0.050 -0.029 -0.023
H -1.8809 4.6955 -1.2592 0.027 -0.044 0.011
H -0.5534 1.4684 -2.1758 -0.026 -0.360 -0.004
Cl 3.4877 -0.8214 -0.4272 0.051 -0.094 -0.342
C 2.6379 -0.5653 -1.9498 -0.049 0.083 0.243
C 3.2845 -1.0939 -3.0468 0.101 -0.026 -0.029
C 2.7123 -0.9480 -4.2962 0.070 -0.073 -0.115
C 1.5033 -0.2871 -4.4217 -0.047 0.039 -0.008
C 0.8638 0.2256 -3.3066 0.154 -0.276 0.030
C 1.4050 0.0947 -2.0149 -0.026 0.575 -0.083
P 0.6308 0.5403 -0.3829 -0.115 -0.452 0.722
C -1.1125 2.3953 -2.1911 0.114 -0.075 0.254
C -2.5580 2.0285 -2.3709 0.003 0.108 0.016
C -3.2371 2.3814 -3.4879 0.059 0.131 -0.099
C -2.6289 3.1477 -4.5146 0.023 -0.017 0.028
C -1.2849 3.5751 -4.3769 -0.141 -0.033 0.014
C -0.5482 3.2528 -3.2853 -0.084 0.091 0.067
C -0.8774 -0.4495 -0.2931 -0.103 0.002 -0.109
C -1.6914 -0.2917 0.8348 0.006 0.088 -0.021
C -2.8334 -1.0564 0.9858 -0.019 -0.048 -0.018
C -3.1781 -1.9913 0.0131 -0.005 0.012 -0.001
C -2.3736 -2.1575 -1.1029 0.061 0.013 0.005
C -1.2209 -1.3925 -1.2575 -0.024 -0.095 0.013
H 4.2300 -1.6058 -2.9202 -0.041 0.016 -0.006
H 3.2116 -1.3561 -5.1653 -0.006 0.028 0.017
H 1.0463 -0.1672 -5.3947 -0.009 0.002 0.026
H -0.0840 0.7001 -3.4783 -0.017 -0.055 -0.125
H -3.0355 1.4515 -1.5865 0.052 0.006 -0.013
H -4.2738 2.0867 -3.5920 0.020 -0.002 -0.019
H -3.1985 3.4273 -5.3899 0.028 -0.019 0.031
H -0.8411 4.1874 -5.1529 -0.028 -0.028 0.018
H 0.4703 3.6113 -3.1776 -0.045 -0.066 0.004
H -1.4437 0.4348 1.6008 0.008 -0.016 -0.016
H -3.4597 -0.9209 1.8586 0.003 0.000 -0.024
H -4.0786 -2.5821 0.1249 0.022 0.015 -0.003
H -2.6392 -2.8816 -1.8629 0.007 0.026 0.023
H -0.6012 -1.5508 -2.1301 -0.006 0.029 0.025
C 0.3047 -4.4546 1.0942 -0.096 0.073 0.049
N -0.1588 -3.5675 2.1627 -0.053 0.004 0.008
C -1.2289 -4.0131 3.0556 0.140 0.034 -0.105
C 0.3522 -2.3526 2.2562 -0.017 -0.028 0.121
O 1.2208 -1.9150 1.4871 0.019 -0.149 -0.296
H -0.2441 -5.3895 1.1582 0.007 -0.002 -0.003
H 1.3700 -4.6505 1.2006 0.013 0.001 0.020
H 0.1313 -3.9981 0.1199 -0.014 0.006 0.014
H -2.1888 -4.0194 2.5383 0.014 -0.009 -0.041
H -1.2902 -3.3455 3.9120 -0.015 0.016 0.002
H -1.0146 -5.0179 3.4120 0.030 -0.003 0.030
H -0.0384 -1.7501 3.0857 -0.027 0.019 -0.009

---

Record 4
64
Properties=species:S:1:pos:R:3:forces:R:3 method="wB97M-V/def2-TZVPD" total_energy_ha=-1966.93275 total_charge=+1 fmax_ev_per_a=2.90 spin_multiplicity=6 homo_lumo_gap_ev="6.8 / 4.6"
C 1.9456 -0.1438 0.3565 1.454 0.345 0.307
C 2.4441 -0.7309 -0.8594 1.260 0.166 0.191
C 2.2009 0.1993 -1.9218 0.944 0.583 0.051
H 2.8771 -1.7171 -0.9830 0.019 0.256 0.156
C 1.5979 1.3664 -1.3470 0.802 0.763 -0.210
C 1.4292 1.1601 0.0507 0.645 0.281 0.172
H 1.3264 2.2586 -1.8985 0.072 -0.243 0.189
C -1.3306 -1.7653 1.3515 -1.900 1.517 -0.362
C -0.5161 -2.7891 0.8302 1.062 -0.284 -1.572
C -0.3586 -2.5737 -0.5818 -0.824 0.361 0.600
H -0.0937 -3.6138 1.3940 0.072 0.254 -0.089
C -1.3406 -1.5061 -0.9554 -1.055 -1.816 0.995
C -1.8281 -0.9500 0.3061 0.475 -0.980 0.234
H 2.4450 0.0585 -2.9635 -0.009 0.069 -0.020
H 0.9632 1.8562 0.7333 0.100 -0.152 -0.036
H 1.9517 -0.5992 1.3284 0.024 -0.033 0.039
H -2.5420 -0.1264 0.3358 0.323 -0.343 0.355
H 0.1761 -3.2194 -1.2798 -0.432 0.100 0.422
H -1.6674 -1.6969 2.3814 0.301 0.092 -0.180
Ir 0.3374 -0.4387 -1.0312 -1.039 -2.148 1.170
C -1.9809 -1.3135 -2.2979 0.049 -0.196 0.212
C -3.4771 -1.6291 -2.2673 -0.159 0.032 -0.311
C -1.2552 -2.3077 -3.2236 -0.253 -0.184 -0.475
H -3.6225 -2.6897 -2.0017 -0.030 0.429 -0.053
H -3.8779 -1.4682 -3.2810 -0.029 -0.084 0.369
H -4.0292 -0.9901 -1.5549 0.238 -0.301 -0.283
H -1.4475 -3.3384 -2.8773 0.120 0.454 -0.008
H -0.1687 -2.1296 -3.2227 -0.171 -0.059 -0.115
H -1.6152 -2.2000 -4.2443 0.176 -0.360 0.334
C -1.7280 0.2083 -2.5348 -0.819 0.080 -0.819
C -1.7201 0.5966 -3.9825 0.324 -2.289 -1.434
H -0.6722 0.5233 -2.2125 -1.013 0.466 -0.511
H -2.4494 0.8081 -1.9595 0.370 -0.067 -0.125
O -1.7676 -0.3304 -4.8080 -0.979 2.671 0.563
N -1.5594 1.9212 -4.3238 -0.491 0.724 -0.494
C -0.3537 2.6971 -4.0517 -0.125 0.100 0.404
H -2.1584 2.2503 -5.0693 0.492 -0.401 -0.332
C 0.9605 2.1086 -4.5806 -0.360 0.017 -0.152
C 2.1768 2.7500 -4.3145 -0.393 -0.254 0.065
H 2.1555 3.7371 -3.8477 0.184 -0.275 0.023
C 3.3734 2.1237 -4.6427 -0.190 0.297 0.011
H 4.2993 2.6171 -4.3946 0.182 0.009 -0.028
C 3.3761 0.8900 -5.2856 0.020 -0.037 0.026
H 4.3146 0.3956 -5.5154 -0.098 0.087 -0.012
C 2.1695 0.3109 -5.6475 -0.232 0.160 -0.107
H 2.1352 -0.6171 -6.2005 0.135 -0.055 -0.036
C 0.9611 0.9271 -5.3232 0.090 0.033 0.162
H 0.0215 0.4826 -5.6464 0.374 0.074 0.125
H -0.3357 2.7982 -2.9571 0.483 0.192 -0.129
H -0.4910 3.7155 -4.4437 -0.117 -0.348 0.098
Cl -0.7369 2.9692 8.5786 0.029 -0.071 -0.187
C -0.5461 2.2711 7.0284 0.094 -0.345 -0.571
C 0.0222 0.9885 6.9028 0.143 -0.254 -0.602
C 0.1722 0.4206 5.6346 -0.098 0.018 1.046
C -0.2411 1.1160 4.4906 0.122 -0.225 -0.723
C -0.8064 2.3938 4.6214 -0.032 0.706 0.846
C -0.9589 2.9754 5.8837 -0.057 -0.264 -0.635
C -0.0713 0.5035 3.1057 -0.601 1.190 2.260
O 0.7471 -0.4497 3.0416 -0.767 0.833 -0.972
O -0.7963 1.0377 2.2155 1.109 -1.329 0.215
H 0.3402 0.4506 7.7926 -0.072 0.129 -0.189
H 0.6209 -0.5640 5.5209 -0.152 0.169 0.059
H -1.1302 2.9252 3.7330 0.108 -0.023 0.097
H -1.3957 3.9660 5.9901 0.099 -0.235 -0.022